{"formula": "C13H25Cl3N11NiO2SSi", "method": "ωB97M-V/def2-TZVPD", "charge": 1, "s_squared": 2.008, "lumo_ev": [-2.0, -2.7], "multiplicity": 3, "de_lowest_kcal_mol": 0.0, "homo_energy_ha": [-0.3841, -0.4092], "mol_weight_g_mol": 592.62, "species": ["Ni", "N", "C", "C", "C", "C", "N", "C", "N", "N", "C", "O", "O", "H", "H", "H", "H", "H", "H", "H", "H", "H", "H", "H", "H", "H", "H", "C", "C", "N", "N", "C", "S", "N", "N", "H", "H", "H", "H", "H", "H", "N", "C", "C", "N", "C", "C", "N", "H", "H", "H", "H", "H", "Cl", "Si", "Cl", "Cl"], "coordinates": [[0.099, 0.739, 0.056], [-1.993, 0.328, -0.238], [-2.277, -1.029, 0.262], [-3.774, -1.266, 0.563], [-4.434, -2.264, -0.399], [-4.389, -3.716, 0.089], [-3.090, -4.137, 0.604], [-2.053, -4.553, -0.103], [-2.154, -4.933, -1.385], [-0.874, -4.632, 0.516], [-1.306, -1.327, 1.427], [-1.455, -2.385, 2.055], [-0.368, -0.506, 1.601], [-2.436, 1.010, 0.377], [-2.373, 0.476, -1.168], [-1.961, -1.705, -0.537], [-4.281, -0.302, 0.479], [-3.916, -1.595, 1.595], [-3.973, -2.168, -1.387], [-5.489, -2.018, -0.527], [-4.745, -4.409, -0.674], [-5.075, -3.830, 0.929], [-2.808, -3.685, 1.504], [-3.012, -4.809, -1.889], [-1.323, -5.106, -1.924], [-0.771, -4.170, 1.414], [-0.032, -4.789, -0.010], [4.509, 4.205, -2.694], [3.037, 4.045, -2.736], [2.225, 4.622, -3.567], [0.992, 4.166, -3.203], [1.018, 3.322, -2.171], [-0.330, 2.537, -1.516], [2.329, 3.251, -1.850], [2.820, 2.494, -0.786], [4.818, 4.798, -3.549], [5.006, 3.236, -2.731], [4.822, 4.719, -1.784], [0.171, 4.441, -3.718], [3.205, 1.615, -1.125], [3.514, 3.032, -0.278], [3.698, 0.742, 4.009], [2.765, 1.440, 3.316], [2.236, 0.948, 2.108], [1.335, 1.638, 1.441], [0.933, 2.821, 1.928], [1.469, 3.289, 3.111], [2.375, 2.612, 3.808], [3.888, -0.219, 3.791], [3.954, 1.085, 4.919], [2.531, -0.014, 1.709], [0.214, 3.387, 1.353], [1.157, 4.243, 3.515], [1.978, -2.491, -0.164], [1.131, -0.894, -1.234], [-0.219, -1.878, -2.553], [2.683, -0.408, -2.582]]}